Record 1
The following is a DFT calculation (ωB97M-V/def2-TZVPD) of a 14-piece molecular cluster, C32H92N4O14 overall at a distorted geometry.

```
! RIJCOSX wB97M-V def2-TZVPD def2/J DEFGRID3
* xyz 0 1
C 4.4351 -7.0972 3.7919
C 5.4289 -7.4837 4.8706
O 6.0735 -6.3273 5.3723
H 3.9181 -8.0194 3.5267
H 4.9371 -6.6204 2.9500
H 3.7051 -6.3926 4.1904
H 6.2470 -8.1360 4.5651
H 4.8598 -7.9386 5.6813
H 6.8247 -6.6599 5.8690
C 6.2618 5.0962 8.6593
C 5.5981 5.8233 7.5142
O 5.0067 4.7753 6.7488
H 7.0208 4.3883 8.3263
H 5.5171 4.6514 9.3194
H 6.7766 5.8072 9.3054
H 6.3237 6.2629 6.8298
H 4.9487 6.6393 7.8313
H 4.5950 5.2722 6.0380
C -2.5104 -8.9274 -4.2259
C -1.2034 -8.8045 -3.3746
O -1.2222 -7.6389 -2.6174
H -2.5738 -8.1256 -4.9615
H -3.3708 -8.9031 -3.5572
H -2.5467 -9.9214 -4.6717
H -0.4309 -8.7285 -4.1398
H -1.0577 -9.5896 -2.6327
H -1.9705 -7.7716 -2.0307
C -3.4347 -7.3961 3.7465
C -3.7576 -8.6774 2.9981
O -4.7366 -8.4878 1.9733
H -3.0495 -6.7459 2.9611
H -2.8125 -7.4673 4.6386
H -4.3300 -6.9534 4.1829
H -4.0688 -9.3786 3.7724
H -2.8361 -9.1240 2.6243
H -4.9801 -9.3902 1.7544
C -7.1702 4.6791 -2.0647
C -7.2845 6.1366 -1.5478
O -7.1996 7.0793 -2.5724
H -7.8187 4.6374 -2.9398
H -7.4534 3.9325 -1.3227
H -6.1062 4.4914 -2.2081
H -6.5217 6.3601 -0.8020
H -8.2744 6.2536 -1.1066
H -6.2998 7.1011 -2.9064
C -0.5466 -2.5897 -10.4854
C -1.5652 -1.6670 -11.0467
O -0.9873 -1.1050 -12.1735
H -0.8437 -2.7955 -9.4570
H 0.5106 -2.3667 -10.6290
H -0.6533 -3.5524 -10.9853
H -1.9003 -0.8787 -10.3725
H -2.4336 -2.2742 -11.3019
H -0.9984 -1.8025 -12.8330
C 3.4609 -1.5752 8.4516
O 2.6932 -0.7917 8.9489
N 3.3663 -2.8516 8.5753
N 4.3080 -1.2905 7.5041
H 3.9786 -3.4087 7.9968
H 2.6895 -3.2356 9.2192
H 4.9268 -1.9647 7.0768
H 4.4131 -0.3008 7.3322
C 0.9249 7.3070 -0.2210
O 1.6520 7.0072 0.7100
N -0.1394 6.6491 -0.6132
N 1.3628 8.2558 -0.9768
H -0.2825 5.7747 -0.1284
H -0.5405 6.8059 -1.5268
H 0.8623 8.3255 -1.8513
H 2.0782 8.9159 -0.7076
C -2.4854 4.1338 7.2285
C -3.4411 2.9614 7.5613
C -4.7029 3.0177 6.7664
O -2.7183 1.7769 7.1546
H -2.3276 4.1995 6.1520
H -1.5044 3.9272 7.6565
H -2.7757 5.1020 7.6365
H -3.7341 2.9736 8.6111
H -4.4848 3.0890 5.7008
H -5.2443 3.9086 7.0848
H -5.3569 2.1641 6.9449
H -1.8493 1.7399 7.5609
C -3.9977 7.6516 -8.4352
C -3.2165 6.6922 -7.5649
C -1.9306 6.2216 -8.2270
O -2.8481 7.4021 -6.3637
H -3.4173 8.5670 -8.5503
H -4.9597 7.9676 -8.0317
H -4.1530 7.1146 -9.3710
H -3.8232 5.8080 -7.3695
H -1.2557 7.0588 -8.4050
H -2.1133 5.8258 -9.2260
H -1.4172 5.5987 -7.4946
H -2.2972 8.1462 -6.6175
C 5.1204 -1.0093 -6.4393
C 6.2289 -1.9613 -5.9909
C 6.4301 -3.1599 -6.9692
O 7.4016 -1.1685 -5.9308
H 5.0280 -0.8065 -7.5063
H 5.2421 0.0136 -6.0829
H 4.1193 -1.3370 -6.1588
H 6.0835 -2.4289 -5.0171
H 6.9667 -3.9346 -6.4215
H 6.9395 -2.9875 -7.9174
H 5.4484 -3.3900 -7.3831
H 7.3122 -0.4586 -5.2907
C -1.1467 -0.0282 -1.2908
C -1.0745 -0.1732 0.2835
C 0.2807 -0.0857 0.8602
O -1.8609 0.8488 0.7874
H -0.8728 0.9294 -1.7336
H -2.1976 -0.1662 -1.5448
H -0.5923 -0.8010 -1.8232
H -1.5321 -1.1417 0.4852
H 0.8263 0.8318 0.6395
H 0.8490 -0.9751 0.5881
H 0.2232 -0.1447 1.9471
H -2.0274 0.7104 1.7227
C -7.8789 -2.7118 0.7683
C -8.4576 -2.9055 2.1150
C -9.5748 -1.9208 2.3455
O -8.9141 -4.2016 2.2186
H -7.0380 -3.3940 0.6439
H -7.5115 -1.6858 0.7500
H -8.5361 -2.7117 -0.1013
H -7.7019 -2.7560 2.8862
H -10.2856 -2.0997 1.5387
H -9.2733 -0.8740 2.3834
H -10.1338 -2.0592 3.2709
H -8.1975 -4.8150 2.0404
C 9.4492 3.1554 1.6522
C 9.2160 1.9804 0.7245
C 8.3920 0.8490 1.3404
O 8.5062 2.3844 -0.3779
H 9.9349 3.9994 1.1625
H 10.0672 2.8106 2.4813
H 8.5176 3.4999 2.1010
H 10.2059 1.6190 0.4462
H 8.1189 0.0497 0.6514
H 7.5225 1.2537 1.8583
H 8.9867 0.3380 2.0975
H 7.6513 2.7007 -0.0768
*
```

Calculated values
Highest occupied orbital energy ... -9.5 eV
Maximum force ... 5.26 eV Å⁻¹
ΔE to the lowest compared entry with this formula, charge and spin ... 5.918 eV

Atomic partial charges in e from the Löwdin method, atoms 1 to 2:
1 C -0.08
2 C -0.34

Record 2
The following is a DFT calculation (ωB97M-V/def2-TZVPD) of the molecule C5H9NO2 at a distorted geometry.

```
! RIJCOSX wB97M-V def2-TZVPD def2/J DEFGRID3
* xyz 0 1
C -2.8313 0.9458 -0.0475
C -1.5006 0.1704 -0.1414
N -0.3445 0.9978 -0.1531
O -0.3844 2.1448 0.1193
C 1.1167 -0.0129 -0.3555
C 2.2688 0.5967 0.0816
C 3.4942 -0.3286 0.0279
O 2.3971 1.7640 0.4823
H -2.8983 1.3597 0.9923
H -2.6253 1.7368 -0.7001
H -3.6493 0.2726 -0.3876
H -1.5118 -0.4976 0.7706
H -1.3508 -0.3042 -1.0331
H 0.8444 -0.9769 -0.7067
H 4.2834 0.3682 0.3048
H 3.8045 -0.6022 -0.9094
H 3.3897 -1.2643 0.7127
*
```

Calculated values
Highest occupied orbital energy (spin up / spin down) ... -8.3 / -8.3 eV
Maximum force ... 6.29 eV Å⁻¹
ΔE to the lowest compared entry with this formula, charge and spin ... 6.178 eV

Atomic partial charges in e from the Löwdin method, atoms 1 to 2:
1 C -0.06
2 C -0.22

Record 3
The following is a DFT calculation (ωB97M-V/def2-TZVPD) of the molecule C24H31N3O5.

```
! RIJCOSX wB97M-V def2-TZVPD def2/J DEFGRID3
* xyz 0 1
C -3.6273 -1.5670 3.1744
O -2.2661 -1.4225 2.8293
C -1.8721 -0.3637 2.0571
C -0.5754 0.0813 2.2817
C -0.0362 1.1363 1.5581
C 1.3632 1.6155 1.7482
O 1.6763 2.7843 1.6431
N 2.2512 0.6355 2.0695
C 3.6676 0.8656 1.9562
C 4.2218 0.2838 0.6354
C 3.5573 1.0555 -0.4806
C 4.1453 2.2149 -0.9667
C 3.5006 2.9862 -1.9164
C 2.2565 2.6076 -2.3893
C 1.6661 1.4495 -1.9148
C 2.3104 0.6777 -0.9648
N 3.9558 -1.1488 0.5128
C 4.4578 -1.9236 1.6316
C 4.5150 -1.6637 -0.7243
C -0.8286 1.7785 0.6170
C -2.1082 1.3272 0.3551
C -2.6388 0.2422 1.0430
O -3.8727 -0.3020 0.7732
C -4.5613 0.1225 -0.3825
C -3.7864 -0.0377 -1.6977
O -3.7427 0.8825 -2.4938
N -3.1844 -1.2192 -1.9299
C -3.2106 -2.4151 -1.1169
C -1.7777 -2.7684 -0.6935
O -0.9380 -2.9135 -1.8143
C -0.9073 -1.7285 -2.5778
C -2.3074 -1.3619 -3.0777
H -4.2037 -2.0373 2.3744
H -3.6374 -2.2125 4.0527
H -4.0810 -0.6058 3.4253
H -0.0142 -0.4139 3.0590
H 1.9627 -0.3232 1.9462
H 4.1854 0.4447 2.8216
H 3.8135 1.9488 1.9515
H 5.3121 0.4833 0.6209
H 5.1123 2.5202 -0.5919
H 3.9674 3.8888 -2.2821
H 1.7471 3.2135 -3.1238
H 0.6933 1.1531 -2.2811
H 1.8552 -0.2322 -0.6023
H 3.9123 -1.6832 2.5415
H 4.3000 -2.9794 1.4160
H 5.5332 -1.7644 1.8093
H 4.1957 -2.6971 -0.8526
H 5.6158 -1.6314 -0.7293
H 4.1494 -1.0798 -1.5656
H -0.4229 2.6195 0.0776
H -2.6861 1.8225 -0.4072
H -4.8570 1.1761 -0.3082
H -5.4689 -0.4889 -0.4145
H -3.8363 -2.2848 -0.2384
H -3.6114 -3.2335 -1.7286
H -1.7600 -3.7245 -0.1685
H -1.3873 -1.9823 -0.0297
H -0.2338 -1.9188 -3.4144
H -0.5112 -0.9023 -1.9677
H -2.2976 -0.4169 -3.6211
H -2.6892 -2.1577 -3.7261
*
```

Calculated values
Highest occupied orbital energy ... -8.5 eV
Maximum force ... 0.51 eV Å⁻¹
ΔE to the lowest compared entry with this formula, charge and spin ... 1.037 eV

Atomic partial charges in e from the Löwdin method, atoms 1 to 2:
1 C -0.07
2 O -0.07